Formula: C48H108BrN6
Source: OMol25
Level of theory: the ωB97M-V functional and the def2-TZVPD basis

Positions of all 163 atoms, in Å:
C (1.07, -4.04, -7.10)
C (0.95, -4.08, -5.60)
C (2.26, -3.57, -4.93)
N (2.25, -3.42, -3.43)
C (1.31, -2.33, -3.03)
C (3.61, -2.97, -2.95)
C (3.75, -3.55, -1.53)
C (2.72, -4.68, -1.38)
C (1.95, -4.75, -2.70)
H (2.00, -4.40, -7.54)
H (0.97, -3.01, -7.44)
H (0.28, -4.61, -7.58)
H (0.87, -5.12, -5.25)
H (0.13, -3.44, -5.28)
H (2.33, -2.54, -5.30)
H (3.15, -4.12, -5.25)
H (1.43, -1.42, -3.61)
H (1.51, -2.09, -1.98)
H (0.27, -2.65, -3.09)
H (3.76, -1.89, -2.92)
H (4.37, -3.46, -3.55)
H (3.47, -2.79, -0.80)
H (4.73, -3.95, -1.31)
H (2.00, -4.46, -0.58)
H (3.17, -5.61, -1.05)
H (0.92, -5.04, -2.89)
H (2.51, -5.53, -3.24)
C (2.13, -1.03, 5.35)
C (2.65, -0.28, 4.14)
C (3.29, 1.02, 4.52)
N (3.71, 1.95, 3.36)
C (4.44, 1.23, 2.24)
C (4.49, 3.16, 3.87)
C (3.57, 4.42, 3.93)
C (2.20, 3.84, 3.66)
C (2.36, 2.53, 2.91)
H (1.66, -0.33, 6.06)
H (2.90, -1.61, 5.87)
H (1.32, -1.71, 5.11)
H (1.82, -0.13, 3.43)
H (3.36, -0.93, 3.63)
H (4.23, 0.75, 5.01)
H (2.66, 1.64, 5.16)
H (5.47, 1.05, 2.55)
H (4.44, 2.04, 1.51)
H (4.02, 0.29, 1.87)
H (5.40, 3.36, 3.30)
H (4.67, 2.90, 4.91)
H (3.94, 5.10, 3.16)
H (3.58, 4.88, 4.91)
H (1.50, 4.50, 3.14)
H (1.78, 3.53, 4.62)
H (2.36, 2.64, 1.82)
H (1.55, 1.87, 3.19)
C (-1.17, 2.35, 1.77)
C (-2.24, 2.28, 2.87)
C (-3.19, 1.11, 2.84)
N (-4.55, 1.38, 3.43)
C (-5.38, 2.21, 2.50)
C (-4.57, 2.02, 4.84)
C (-4.57, 0.90, 5.91)
C (-4.71, -0.39, 5.08)
C (-5.26, 0.09, 3.74)
H (-0.44, 1.52, 1.68)
H (-0.67, 3.32, 1.82)
H (-1.68, 2.43, 0.81)
H (-2.84, 3.18, 2.69)
H (-1.68, 2.44, 3.80)
H (-2.78, 0.23, 3.35)
H (-3.34, 0.68, 1.84)
H (-5.00, 3.23, 2.52)
H (-6.40, 2.17, 2.86)
H (-5.46, 1.75, 1.51)
H (-5.58, 2.43, 4.92)
H (-3.92, 2.89, 4.87)
H (-5.43, 1.05, 6.56)
H (-3.65, 0.87, 6.48)
H (-5.36, -1.15, 5.50)
H (-3.76, -0.89, 4.93)
H (-6.32, 0.29, 3.88)
H (-5.11, -0.57, 2.88)
C (-1.13, -2.63, 4.59)
C (-0.98, -2.74, 3.05)
C (-1.57, -4.08, 2.58)
N (-2.18, -4.00, 1.18)
C (-1.08, -3.64, 0.21)
C (-3.36, -3.05, 1.19)
C (-4.40, -3.75, 0.29)
C (-4.22, -5.20, 0.66)
C (-2.72, -5.39, 0.88)
H (-2.19, -2.71, 4.86)
H (-0.82, -1.63, 4.86)
H (-0.56, -3.44, 5.04)
H (0.07, -2.64, 2.78)
H (-1.48, -1.90, 2.56)
H (-2.40, -4.42, 3.21)
H (-0.78, -4.83, 2.57)
H (-0.32, -2.95, 0.59)
H (-1.54, -3.07, -0.60)
H (-0.64, -4.54, -0.20)
H (-2.98, -2.07, 0.92)
H (-3.67, -3.03, 2.24)
H (-4.00, -3.64, -0.73)
H (-5.37, -3.28, 0.33)
H (-4.66, -6.00, 0.06)
H (-4.74, -5.40, 1.61)
H (-2.23, -5.81, 0.00)
H (-2.49, -6.13, 1.64)
C (3.87, 7.01, 0.56)
C (4.05, 5.97, -0.57)
C (3.19, 4.72, -0.28)
N (3.14, 3.75, -1.47)
C (2.43, 4.50, -2.59)
C (2.40, 2.44, -1.19)
C (3.03, 1.40, -2.12)
C (4.18, 2.08, -2.85)
C (4.50, 3.29, -1.94)
H (4.39, 6.66, 1.45)
H (2.79, 7.04, 0.70)
H (4.26, 7.99, 0.28)
H (5.08, 5.70, -0.78)
H (3.74, 6.51, -1.47)
H (2.14, 4.97, -0.19)
H (3.67, 4.13, 0.50)
H (2.14, 3.74, -3.31)
H (3.10, 5.25, -2.99)
H (1.49, 4.94, -2.24)
H (1.35, 2.63, -1.40)
H (2.53, 2.22, -0.14)
H (2.24, 1.01, -2.77)
H (3.31, 0.50, -1.56)
H (3.98, 2.55, -3.81)
H (5.09, 1.51, -3.01)
H (4.96, 4.15, -2.43)
H (4.99, 2.90, -1.05)
C (-3.35, -1.67, -6.85)
C (-3.31, -0.37, -6.04)
C (-2.56, -0.57, -4.73)
N (-2.37, 0.63, -3.78)
C (-2.10, 1.90, -4.51)
C (-1.24, 0.21, -2.86)
C (-1.44, 0.99, -1.56)
C (-2.98, 1.10, -1.46)
C (-3.57, 0.80, -2.86)
H (-3.87, -2.46, -6.33)
H (-2.30, -1.87, -7.08)
H (-3.83, -1.40, -7.79)
H (-4.33, -0.02, -5.83)
H (-2.88, 0.43, -6.65)
H (-1.51, -0.79, -4.95)
H (-2.95, -1.42, -4.18)
H (-1.12, 1.85, -4.99)
H (-2.05, 2.73, -3.80)
H (-2.87, 2.01, -5.26)
H (-0.27, 0.37, -3.33)
H (-1.35, -0.84, -2.61)
H (-0.94, 1.96, -1.63)
H (-0.94, 0.45, -0.74)
H (-3.25, 2.09, -1.11)
H (-3.42, 0.34, -0.81)
H (-4.04, 1.69, -3.27)
H (-4.30, 0.00, -2.99)
Br (1.41, -0.62, 0.52)

## Properties
* orbital gap: 8.93 eV
* HOMO: -0.6951 hartree
* energy relative to the best compared isomer or geometry (same formula, charge and spin): 43.7 kcal/mol
* net charge: +5

Results of the Mulliken charge analysis, in e, for atoms 1 through 99:
1. C -1.510
2. C 0.185
3. C -0.921
4. N 0.730
5. C -1.491
6. C -0.620
7. C -0.317
8. C -0.418
9. C -0.901
10. H 0.404
11. H 0.377
12. H 0.382
13. H 0.344
14. H 0.012
15. H 0.258
16. H 0.601
17. H 0.246
18. H 0.438
19. H 0.469
20. H 0.299
21. H 0.518
22. H -0.062
23. H 0.464
24. H -0.135
25. H 0.578
26. H 0.573
27. H 0.411
28. C -1.575
29. C 0.817
30. C -0.899
31. N 0.663
32. C -1.017
33. C -0.616
34. C -0.323
35. C -0.756
36. C 0.782
37. H 0.389
38. H 0.447
39. H 0.158
40. H -0.405
41. H 0.309
42. H 0.514
43. H 0.384
44. H 0.372
45. H 0.423
46. H 0.196
47. H 0.410
48. H 0.309
49. H -0.206
50. H 0.439
51. H 0.477
52. H 0.401
53. H -0.728
54. H -0.196
55. C -0.832
56. C -0.648
57. C 0.474
58. N 0.146
59. C -0.959
60. C -0.555
61. C -0.854
62. C 0.077
63. C -0.749
64. H -0.103
65. H 0.458
66. H 0.183
67. H 0.351
68. H 0.331
69. H -0.219
70. H -0.105
71. H 0.430
72. H 0.497
73. H 0.306
74. H 0.397
75. H 0.470
76. H 0.329
77. H 0.356
78. H 0.651
79. H -0.307
80. H 0.450
81. H 0.341
82. C -2.087
83. C 0.786
84. C -1.374
85. N 0.945
86. C -0.883
87. C -0.681
88. C -0.669
89. C -0.737
90. C -0.560
91. H 0.512
92. H 0.497
93. H 0.505
94. H 0.423
95. H -0.202
96. H 0.629
97. H 0.450
98. H -0.042
99. H 0.391